[1]
Entry from the OMol25 dataset: a cluster of 2 separate species, C16H17N in total at a distorted geometry (wB97M-V/def2-TZVPD).

Results
HOMO energy   -7.78 eV
Orbital gap   8.693 eV
Max |F|   0.06593 hartree/bohr
2S+1   1
SMILES   Cc1c[nH]c2ccccc12.Cc1ccccc1
Energy above the lowest of the compared OMol25 structures with the same formula, charge and spin   116.70 kJ/mol

Geometry as XYZ:
```
34
C16H17N | the OMol25 dataset | wB97M-V/def2-TZVPD
N -3.34907 -1.23142 -2.60915
C 3.04970 0.95022 1.53463
C 2.93628 1.50389 0.26136
C -0.55663 -2.91420 -0.02221
C 2.09127 1.20108 2.52920
C -2.64711 -1.82366 -1.58811
C 1.03611 2.80125 0.95425
C -2.68150 -0.04322 -2.92422
C -1.53859 0.05964 -2.20727
C 1.89785 0.44536 3.77881
C 1.98302 2.47735 -0.00683
C -2.86897 -2.95037 -0.79177
C -0.41457 -1.63087 -0.59165
C -1.37180 -1.14069 -1.42477
C -0.45402 1.06735 -2.33503
C 1.12934 2.17535 2.18731
C -1.78571 -3.51094 -0.12149
H 0.53632 0.66346 -2.08388
H -0.54985 1.72065 -1.45075
H -1.99868 -4.31945 0.57571
H 2.65755 0.78250 4.51538
H 3.92631 0.35696 1.76536
H 0.27895 -3.30014 0.54078
H 2.00406 2.95493 -0.97998
H -2.97666 0.76111 -3.57704
H 2.21647 -0.59232 3.64934
H 0.54208 -1.12104 -0.52028
H -3.83827 -3.39147 -0.60586
H 0.49055 2.55339 2.98262
H -4.33268 -1.38208 -2.76545
H 0.21291 3.46461 0.72973
H -0.27251 1.65393 -3.23163
H 0.94372 0.51726 4.28347
H 3.70415 1.24156 -0.45057
```

***

[2]
Entry from the OMol25 dataset: a cluster of 2 separate species, C16H17N in total at a distorted geometry (wB97M-V/def2-TZVPD).

Results
HOMO energy   -7.70 eV
Orbital gap   8.571 eV
Max |F|   0.05470 hartree/bohr
2S+1   1
SMILES   Cc1c[nH]c2ccccc12.Cc1ccccc1
Energy above the lowest of the compared OMol25 structures with the same formula, charge and spin   90.69 kJ/mol

Geometry as XYZ:
```
34
C16H17N | the OMol25 dataset | wB97M-V/def2-TZVPD
N 0.61547 1.97568 -1.43685
C -2.26330 -1.19836 1.30681
C -1.61904 -2.05365 0.40989
C 3.19676 -0.68535 0.19672
C -2.77220 0.01623 0.89452
C 2.19353 -0.08105 0.96973
C 3.11661 -0.65090 -1.16746
C -2.02014 -0.39205 -1.28648
C 1.39615 0.91559 -1.06238
C 0.03250 2.48823 -0.28137
C -1.48561 -1.61441 -0.91869
C -2.70725 0.45368 -0.43106
C -0.99523 -3.37494 0.76472
C 0.30905 1.71976 0.79197
C 2.26068 0.20110 -1.90569
C 1.22118 0.66675 0.35172
C -0.21026 1.87350 2.17894
H -1.19667 -3.73515 1.77021
H 0.06497 -3.33330 0.51234
H -2.29704 -1.48763 2.35004
H 2.31078 0.39358 -2.96361
H -0.35882 2.95642 2.31405
H -0.51871 3.41656 -0.25543
H 0.66755 2.41916 -2.33143
H -3.15864 1.36930 -0.77860
H 2.26672 -0.06499 2.05113
H 3.97759 -1.20096 0.73808
H -2.98702 0.77850 1.63727
H -1.83193 -0.00267 -2.28483
H 3.78170 -1.26449 -1.76684
H -1.37615 -4.16800 0.11221
H -1.19790 1.48741 2.40565
H 0.53796 1.49018 2.86190
H -0.87694 -2.04108 -1.70570
```

***

| no. | DFT total energy (Ha) |
| --- | --- |
| 1 | -674.61218 |
| 2 | -674.62208 |